No. 1
A cluster of 2 separate species, C6H16 in total. Source: the Open Molecules 2025 dataset; level of theory: ωB97M-V with the def2-TZVPD basis set.

Each line ends with the natural charge from an NBO analysis.
Positions of all 22 atoms, in Å:
C: 0.384 1.327 0.011  -0.05
C: 0.236 2.489 -0.914  -0.66
C: 1.358 0.272 -0.424  -0.62
C: 0.949 1.854 1.520  -0.39
H: -0.586 0.885 0.303  0.29
H: 1.146 3.090 -0.845  0.25
H: 2.123 -0.086 0.265  0.28
H: 0.719 -0.565 -0.774  0.32
H: 1.923 0.644 -1.276  0.25
H: 1.944 2.203 1.258  0.24
H: 0.276 2.660 1.813  0.26
H: -0.623 3.096 -0.608  0.25
H: -0.020 2.210 -1.944  0.29
H: 0.947 1.054 2.256  0.25
C: -2.063 -2.738 -0.334  -0.61
C: -0.627 -2.585 0.166  -0.59
H: -2.111 -3.007 -1.379  0.22
H: -2.585 -3.411 0.341  0.23
H: -2.598 -1.798 -0.178  0.19
H: -0.170 -3.541 0.423  0.23
H: 0.014 -2.206 -0.644  0.17
H: -0.637 -1.847 0.965  0.19

gap between HOMO and LUMO (spin up / spin down) = 12.07 / 4.92 eV
energy above the lowest of the compared OMol25 structures with the same formula, charge and spin = 19.5 kJ/mol
HOMO energy (spin up / spin down) = -14.93 / -14.89 eV
F_max = 1.90 eV Å⁻¹
multiplicity = 2
M = 88.19 Da
charge = +1

=====

No. 2
A cluster of 2 separate species, C5H14N2 in total. Source: the Open Molecules 2025 dataset; level of theory: ωB97M-V with the def2-TZVPD basis set.

Each line ends with the natural charge from an NBO analysis.
Positions of all 21 atoms, in Å:
C: -1.783 2.340 -0.603  -0.41
N: -2.087 0.950 -0.883  -0.61
C: -1.681 0.544 -2.216  -0.41
H: -0.707 2.473 -0.519  0.19
H: -2.146 3.038 -1.371  0.16
H: -2.227 2.634 0.350  0.20
H: -3.069 0.769 -0.734  0.35
H: -1.906 1.302 -2.977  0.16
H: -2.171 -0.382 -2.502  0.20
H: -0.604 0.363 -2.228  0.19
C: 3.123 -0.074 0.835  -0.62
C: 1.889 -0.877 0.532  -0.28
C: 1.049 -1.286 1.476  0.00
N: -0.152 -1.989 1.282  -0.80
H: 3.134 0.206 1.889  0.21
H: 4.023 -0.651 0.628  0.21
H: 3.178 0.831 0.228  0.21
H: 1.693 -1.146 -0.502  0.19
H: 1.229 -0.995 2.505  0.18
H: -0.344 -2.625 2.044  0.36
H: -0.150 -2.520 0.420  0.36

gap between HOMO and LUMO = 9.11 eV
energy above the lowest of the compared OMol25 structures with the same formula, charge and spin = 136.7 kJ/mol
HOMO energy = -7.94 eV
F_max = 0.41 eV Å⁻¹
structure (SMILES) = C/C=C/N.CNC
multiplicity = 1
M = 102.18 Da
charge = 0

=====

No. 3
An isolated molecule of C2H4N4O2. Source: the Open Molecules 2025 dataset; level of theory: ωB97M-V with the def2-TZVPD basis set.

Each line ends with the natural charge from an NBO analysis.
Positions of all 12 atoms, in Å:
C: 1.945 0.143 0.126  0.70
C: -0.150 0.878 -0.083  0.65
H: -1.831 -0.553 1.101  0.36
H: -2.052 -1.001 -0.595  0.38
H: 1.130 -2.047 -0.082  0.44
H: -1.445 2.409 -0.547  0.53
N: -1.374 -1.175 0.235  -0.63
N: -0.254 -0.562 -0.292  -0.14
N: 1.128 -0.980 -0.057  -0.47
N: 1.173 1.288 0.228  -0.51
O: 3.245 0.246 -0.033  -0.62
O: -1.514 1.356 -0.001  -0.69

gap between HOMO and LUMO = 8.77 eV
energy above the lowest of the compared OMol25 structures with the same formula, charge and spin = 389.0 kJ/mol
HOMO energy = -9.13 eV
F_max = 7.45 eV Å⁻¹
structure (SMILES) = Nn1[nH]c(=O)nc1O
multiplicity = 1
M = 116.08 Da
charge = 0

=====

No. 4
A structure of composition C5H9HgNaO4. Source: the Open Molecules 2025 dataset; level of theory: ωB97M-V with the def2-TZVPD basis set.

Each line ends with the natural charge from an NBO analysis.
Positions of all 20 atoms, in Å:
C: -1.902 -0.944 -2.528  -0.66
C: -2.578 0.377 -2.135  -0.16
O: -2.775 0.524 -0.783  -0.32
Na: -2.146 -0.997 0.597  0.94
H: -1.724 -1.008 -3.614  0.23
H: -0.927 -1.047 -2.024  0.24
H: -2.531 -1.802 -2.238  0.20
H: -3.531 0.439 -2.718  0.24
H: -1.944 1.200 -2.549  0.24
O: 0.847 0.676 2.155  -0.59
C: 0.522 -0.321 1.193  0.59
C: 2.006 1.344 1.678  -0.10
O: -0.163 -1.342 1.604  -0.89
O: 1.784 -0.693 0.609  -0.57
C: 2.805 0.217 1.020  -0.10
Hg: 1.148 -0.818 4.403  0.00
H: 2.532 1.815 2.515  0.19
H: 1.724 2.116 0.944  0.16
H: 3.479 -0.289 1.726  0.17
H: 3.375 0.552 0.144  0.17

gap between HOMO and LUMO (spin up / spin down) = 4.87 / 4.12 eV
energy above the lowest of the compared OMol25 structures with the same formula, charge and spin = 0.0 kJ/mol
HOMO energy (spin up / spin down) = -5.37 / -7.52 eV
F_max = 1.46 eV Å⁻¹
multiplicity = 3
M = 356.70 Da
charge = 0

=====

Question: Among the records above, which one has the highest charge?
Answer: C6H16